# 1
A 6-piece molecular cluster, C40H65IO13 overall, computed with wB97M-V/def2-TZVPD.

- Highest occupied orbital energy: -8.9762 eV
- SMILES: CCOCCOCC1=C(CCCOC(C)=O)C(=O)C(CC=O)=C(CC(=O)I)C1=O.C1CCOC1.C1CCOC1.C1CCOC1.C1CCOC1.C1CCOC1
- HOMO-LUMO gap: 8.00 eV
- Spin multiplicity: 1
- E: -77248.139 eV
- Max |F|: 0.61 eV/A

Last column: Löwdin charge in e.
Cartesian coordinates (Å):
C1 4.521612 1.040189 3.412078  -0.061
C2 4.238722 2.352200 2.690445  -0.257
O1 3.164491 2.262027 1.754577  -0.168
C3 3.579730 1.717925 0.527454  -0.192
C4 2.406209 1.413984 -0.427653  -0.160
O2 1.163792 1.889041 0.073122  -0.133
C5 0.120028 1.746776 -0.868356  -0.137
C6 -1.080164 1.096938 -0.225524  -0.037
C7 -2.365403 1.369803 -0.501152  -0.075
C8 -2.840488 2.480533 -1.403381  -0.106
C9 -2.635528 3.841863 -0.717177  -0.144
C10 -3.879040 4.257770 0.050260  -0.165
O3 -3.631665 5.458616 0.801486  -0.021
C11 -2.998009 5.261007 1.991974  -0.534
C12 -1.934638 6.283105 2.268337  0.025
O4 -3.288076 4.362095 2.738313  0.099
C13 -3.395428 0.501802 0.139631  -0.278
O5 -4.423271 0.209765 -0.420465  0.126
C14 -3.105772 -0.011530 1.519859  -0.056
C15 -4.310050 -0.230158 2.401906  -0.064
C16 -4.339454 -1.593367 3.061323  -0.238
O6 -4.686786 -2.588457 2.474213  0.066
C17 -1.818413 -0.241312 1.816335  -0.087
C18 -1.278335 -0.738752 3.133760  -0.141
C19 -1.569073 0.324576 4.166536  -0.815
O7 -2.531782 0.381135 4.845838  0.028
I1 -0.126019 1.924822 4.172325  0.875
C20 -0.804478 -0.016892 0.728485  -0.264
O8 0.139673 -0.766479 0.596918  0.132
H1 4.476612 0.190239 2.723749  0.074
H2 5.517438 1.063271 3.854420  0.054
H3 3.773985 0.878117 4.191219  0.069
H4 5.136225 2.714019 2.169403  0.115
H5 3.918747 3.114078 3.409070  0.118
H6 4.277359 2.413940 0.036635  0.121
H7 4.125693 0.781103 0.704887  0.115
H8 2.601125 1.902303 -1.391953  0.123
H9 2.329479 0.331286 -0.580778  0.121
H10 -0.139291 2.733595 -1.271134  0.131
H11 0.435889 1.124334 -1.720412  0.145
H12 -2.328629 2.440429 -2.369819  0.127
H13 -3.907666 2.324034 -1.597204  0.119
H14 -1.793273 3.792525 -0.013247  0.122
H15 -2.387080 4.621283 -1.445836  0.109
H16 -4.211682 3.475255 0.740383  0.122
H17 -4.694081 4.496819 -0.636424  0.135
H18 -1.239178 5.856846 2.995130  0.088
H19 -2.390533 7.176798 2.704630  0.094
H20 -1.407529 6.571789 1.357156  0.086
H21 -4.384395 0.563261 3.155051  0.129
H22 -5.197455 -0.182060 1.760649  0.128
H23 -4.038630 -1.650036 4.122519  0.121
H24 -1.715862 -1.683426 3.471538  0.131
H25 -0.198848 -0.870066 3.030966  0.107
C21 1.785986 -5.737158 0.097948  -0.166
C22 0.630831 -4.853764 -0.369693  -0.159
C23 1.321165 -3.508757 -0.539197  -0.208
O9 2.671135 -3.797988 -0.923894  -0.144
C24 2.940978 -5.185790 -0.729539  -0.212
H26 1.620195 -6.800310 -0.071620  0.109
H27 1.974799 -5.585214 1.163494  0.111
H28 0.249745 -5.216422 -1.325628  0.092
H29 -0.202026 -4.812054 0.331457  0.114
H30 1.332350 -2.940897 0.393565  0.100
H31 0.860317 -2.888397 -1.308926  0.114
H32 2.993349 -5.680194 -1.706448  0.114
H33 3.910139 -5.290189 -0.238833  0.113
C25 -5.366917 -4.924448 -1.105431  -0.162
C26 -5.593237 -3.445556 -0.796762  -0.161
C27 -4.432151 -2.798125 -1.536819  -0.201
O10 -4.166173 -3.631044 -2.673855  -0.147
C28 -4.869504 -4.866185 -2.543270  -0.208
H34 -6.259994 -5.538371 -0.994558  0.110
H35 -4.589974 -5.329137 -0.453094  0.115
H36 -6.543729 -3.110774 -1.219154  0.116
H37 -5.587793 -3.214012 0.266224  0.088
H38 -3.534965 -2.767414 -0.906176  0.118
H39 -4.649744 -1.788993 -1.879125  0.101
H40 -5.706103 -4.878794 -3.252033  0.117
H41 -4.192814 -5.685124 -2.793205  0.103
C29 -1.139119 -6.133338 -5.476666  -0.165
C30 -2.078945 -7.255085 -5.035797  -0.169
C31 -1.584029 -7.529945 -3.620680  -0.209
O11 -1.099239 -6.284157 -3.121241  -0.162
C32 -0.990730 -5.334737 -4.187753  -0.198
H42 -1.527985 -5.532326 -6.297148  0.112
H43 -0.175869 -6.547896 -5.782063  0.113
H44 -3.110095 -6.896018 -5.014901  0.107
H45 -2.038351 -8.137850 -5.672354  0.109
H46 -0.765576 -8.258434 -3.622035  0.116
H47 -2.367980 -7.893830 -2.954837  0.113
H48 -1.784982 -4.589183 -4.085098  0.112
H49 -0.029086 -4.825780 -4.105873  0.116
C33 9.390586 -0.674553 5.457791  -0.169
C34 10.130895 0.324471 4.569757  -0.170
C35 9.072303 0.643031 3.521797  -0.202
O12 7.810913 0.530889 4.183514  -0.164
C36 7.980575 -0.098641 5.455264  -0.205
H50 9.805026 -0.761512 6.460869  0.111
H51 9.397037 -1.664824 4.997942  0.114
H52 10.383753 1.221048 5.139409  0.113
H53 11.046325 -0.071342 4.132889  0.111
H54 9.105029 -0.073249 2.694062  0.118
H55 9.164222 1.649176 3.111183  0.117
H56 7.857019 0.651326 6.243862  0.118
H57 7.206431 -0.857183 5.576371  0.118
C37 -0.345178 8.075860 -4.269740  -0.169
C38 -1.561351 8.724381 -3.609673  -0.168
C39 -2.453777 7.515932 -3.358060  -0.203
O13 -1.572768 6.413480 -3.130542  -0.161
C40 -0.237717 6.770090 -3.493001  -0.206
H58 0.560709 8.676442 -4.205564  0.111
H59 -0.548909 7.875548 -5.323496  0.114
H60 -1.274531 9.188122 -2.663669  0.114
H61 -2.044583 9.479845 -4.226979  0.111
H62 -3.080381 7.297022 -4.229053  0.118
H63 -3.100027 7.632718 -2.487199  0.117
H64 0.357370 6.899524 -2.582298  0.117
H65 0.196342 5.957329 -4.076480  0.116

Cartesian forces (eV/Å) of the 2 atoms listed first:
-0.2 0.1 -0.1
-0.2 0.0 -0.1

# 2
One molecule with the formula C18H25N3O5S, computed with wB97M-V/def2-TZVPD.

- Highest occupied orbital energy: -9.2007 eV
- SMILES: Cc1ccc(C)c(S(=O)(=O)N2CCCO[C@@H]2CNC(=O)C(=O)NC2CC2)c1
- HOMO-LUMO gap: 9.81 eV
- Spin multiplicity: 1
- E: -44614.886 eV
- Max |F|: 0.95 eV/A
- Energy above the lowest of the compared OMol25 structures with the same formula, charge and spin: 61.14 kcal/mol

Last column: Löwdin charge in e.
Cartesian coordinates (Å):
C1 -3.793533 -3.466322 -1.592605  -0.046
C2 -3.484205 -2.356948 -0.636401  -0.264
C3 -4.486660 -1.781577 0.138028  -0.028
C4 -4.200679 -0.769129 1.033561  -0.026
C5 -2.905717 -0.280003 1.191660  -0.242
C6 -2.618363 0.822752 2.155429  -0.026
C7 -1.913281 -0.859167 0.411854  -0.210
S1 -0.215981 -0.279095 0.449548  0.700
O1 0.545960 -1.130581 -0.420194  -0.270
O2 0.262740 -0.092797 1.788162  -0.267
N1 -0.316303 1.218582 -0.237687  -0.172
C8 -0.698752 1.331579 -1.625830  -0.165
C9 -1.881685 2.293654 -1.736848  -0.121
C10 -1.515277 3.588510 -1.010176  -0.181
O3 -1.151403 3.340053 0.339274  -0.081
C11 -0.091638 2.431849 0.490863  -0.338
C12 1.299530 3.029765 0.142135  -0.077
N2 2.304336 2.037891 0.398629  0.095
C13 2.618150 1.099448 -0.512784  -0.414
O4 2.374375 1.162712 -1.705603  0.065
C14 3.365302 -0.071739 0.128588  -0.417
O5 3.756299 -0.010341 1.279565  0.080
N3 3.504586 -1.095248 -0.721133  0.118
C15 3.915079 -2.410818 -0.351318  -0.275
C16 2.885486 -3.501983 -0.390680  -0.095
C17 3.399494 -3.003986 0.924238  -0.089
C18 -2.192036 -1.875819 -0.482760  -0.023
H1 -2.945168 -3.666258 -2.240892  0.077
H2 -4.029323 -4.377573 -1.043696  0.085
H3 -4.657060 -3.215061 -2.205643  0.081
H4 -5.502649 -2.135695 0.038863  0.116
H5 -4.996291 -0.342487 1.626931  0.114
H6 -2.518514 1.772313 1.628750  0.079
H7 -3.425310 0.917176 2.878453  0.087
H8 -1.684617 0.628984 2.676878  0.072
H9 0.153951 1.679829 -2.221145  0.119
H10 -0.960454 0.328943 -1.964554  0.121
H11 -2.758241 1.848183 -1.261595  0.117
H12 -2.109851 2.502077 -2.781152  0.119
H13 -0.699030 4.096492 -1.539012  0.123
H14 -2.369911 4.265438 -0.948241  0.128
H15 -0.075874 2.159703 1.552502  0.148
H16 1.472613 3.919943 0.749048  0.136
H17 1.357319 3.283453 -0.918209  0.123
H18 2.504230 1.770584 1.357055  0.145
H19 3.030853 -0.974153 -1.609263  0.144
H20 4.931206 -2.644668 -0.655248  0.141
H21 3.182678 -4.479956 -0.738250  0.095
H22 1.885918 -3.203048 -0.666964  0.082
H23 4.068675 -3.626547 1.497853  0.102
H24 2.741301 -2.391908 1.519636  0.098
H25 -1.372211 -2.286678 -1.051242  0.113

Cartesian forces (eV/Å) of the 2 atoms listed first:
0.0 0.0 0.0
0.0 0.1 0.1

# 3
A 9-piece molecular cluster, C15H39BN9O24P overall in a non-equilibrium geometry, computed with wB97M-V/def2-TZVPD.

- Highest occupied orbital energy: -9.1491 eV
- SMILES: CCCCN[C@H]1OC(=O)O[C@@]1(B(O)O)P(=O)(O)O.C[N+](=O)[O-].C[N+](=O)[O-].C[N+](=O)[O-].C[N+](=O)[O-].C[N+](=O)[O-].C[N+](=O)[O-].C[N+](=O)[O-].C[N+](=O)[O-]
- HOMO-LUMO gap: 8.71 eV
- Spin multiplicity: 1
- E: -88686.501 eV
- Max |F|: 1.92 eV/A

Last column: Löwdin charge in e.
Cartesian coordinates (Å):
C1 -2.866710 1.644120 -0.955708  -0.089
C2 -1.646583 1.019722 -0.263865  -0.233
C3 -1.128362 -0.311277 -0.834061  -0.189
C4 -0.482967 -1.204652 0.227019  -0.184
N1 0.928026 -0.855565 0.526627  0.049
C5 1.203031 -0.136673 1.760113  -0.264
O1 0.130216 0.699585 2.183984  0.114
C6 -0.562320 0.081172 3.164132  -0.569
O2 -1.547762 0.480846 3.669525  0.199
O3 0.046758 -1.096362 3.490969  0.096
C7 1.414125 -0.923165 3.056722  -0.263
B1 2.119765 0.059357 4.148561  -0.659
O4 1.752126 0.091776 5.449607  0.223
O5 3.136856 0.860242 3.706454  0.179
P1 2.501193 -2.351776 3.152178  0.486
O6 2.739475 -2.614476 4.579243  -0.214
O7 1.913650 -3.614206 2.387930  -0.071
O8 3.828739 -1.956896 2.361581  -0.099
H1 -2.943044 1.321055 -1.986434  0.032
H2 -2.778981 2.730196 -0.908500  0.072
H3 -3.741268 1.386564 -0.372816  0.041
H4 -1.926984 0.845409 0.775599  0.079
H5 -0.807699 1.717760 -0.222559  0.104
H6 -1.954741 -0.887821 -1.252847  0.093
H7 -0.405178 -0.163430 -1.625687  0.078
H8 -0.457527 -2.206125 -0.210930  0.114
H9 -1.107274 -1.296564 1.119424  0.115
H10 1.479217 -1.701876 0.538216  0.084
H11 2.071065 0.492378 1.566861  0.153
H12 1.297068 -0.726940 5.691573  0.126
H13 3.373791 1.550801 4.336881  0.129
H14 2.453420 -3.854320 1.620666  0.095
H15 4.171058 -1.113598 2.711717  0.082
C8 -5.442114 1.169124 3.584648  0.049
N2 -5.356947 1.452219 2.127235  -0.431
O9 -6.308500 1.158868 1.430020  0.046
O10 -4.334922 1.964179 1.731190  0.068
H16 -6.405092 0.717567 3.788240  0.095
H17 -4.622494 0.500158 3.831567  0.095
H18 -5.333217 2.117672 4.100245  0.099
C9 6.304601 1.973137 2.447112  0.048
N3 6.197051 2.558218 1.086179  -0.437
O11 6.733397 1.969737 0.166343  0.048
O12 5.558142 3.580922 0.968807  0.070
H19 6.883409 1.064052 2.392497  0.055
H20 6.780971 2.712688 3.085121  0.108
H21 5.291967 1.767913 2.779857  0.081
C10 5.166235 0.188988 -2.202173  0.052
N4 3.990687 -0.637064 -1.809588  -0.435
O13 3.276617 -1.070674 -2.686688  0.078
O14 3.833541 -0.830073 -0.619230  0.039
H22 5.195567 0.263246 -3.282428  0.096
H23 5.057260 1.165290 -1.739415  0.092
H24 6.048479 -0.312467 -1.818413  0.090
C11 6.559711 -2.580190 0.771217  0.055
N5 6.874592 -2.009232 2.107857  -0.416
O15 7.445199 -2.702021 2.910320  0.113
O16 6.533638 -0.849138 2.299194  0.011
H25 6.920606 -3.601266 0.746388  0.099
H26 5.482958 -2.531524 0.642384  0.069
H27 7.063407 -1.960904 0.035056  0.099
C12 -3.308919 -0.623646 -5.782948  0.036
N6 -3.412117 0.011747 -4.439008  -0.418
O17 -2.854303 -0.539784 -3.513111  0.037
O18 -4.046490 1.044817 -4.363545  0.064
H28 -2.715925 -1.520415 -5.691023  0.071
H29 -4.316512 -0.850027 -6.114750  0.101
H30 -2.832629 0.094350 -6.444459  0.097
C13 0.813439 1.622519 -4.510828  0.058
N7 0.211983 0.280934 -4.744004  -0.429
O19 0.127273 -0.115968 -5.890002  0.063
O20 -0.159551 -0.320640 -3.762598  0.050
H31 1.094838 2.042882 -5.468664  0.093
H32 0.063070 2.230584 -4.013574  0.104
H33 1.677603 1.478469 -3.869561  0.092
C14 -8.064907 4.019732 0.784436  0.054
N8 -8.029380 4.488323 2.197916  -0.445
O21 -7.483943 3.777034 3.018483  0.056
O22 -8.548400 5.556238 2.437677  0.067
H34 -7.565135 3.059094 0.730398  0.070
H35 -9.107295 3.940276 0.492343  0.101
H36 -7.551898 4.764948 0.184717  0.103
C15 -3.087494 -4.465555 -2.771709  0.055
N9 -3.072347 -3.956069 -4.168357  -0.436
O23 -2.203088 -4.352406 -4.914144  0.076
O24 -3.934163 -3.155960 -4.463506  0.046
H37 -2.263719 -5.158562 -2.652532  0.094
H38 -2.982491 -3.604141 -2.118208  0.096
H39 -4.044426 -4.953461 -2.615153  0.100

Cartesian forces (eV/Å) of the 2 atoms listed first:
0.8 0.1 0.2
0.2 -0.2 0.1

# 4
A 7-piece molecular cluster, H14O7 overall in a non-equilibrium geometry, computed with wB97M-V/def2-TZVPD.

- Highest occupied orbital energy: -10.5721 eV
- SMILES: O.O.O.O.O.O.O
- HOMO-LUMO gap: 10.58 eV
- Spin multiplicity: 1
- E: -14557.977 eV
- Max |F|: 8.56 eV/A
- Energy above the lowest of the compared OMol25 structures with the same formula, charge and spin: 80.35 kcal/mol

Last column: Löwdin charge in e.
Cartesian coordinates (Å):
O1 15.348000 37.955000 21.263000  -0.041
H1 15.126000 37.946000 22.159000  0.003
H2 14.869000 37.154000 21.018000  -0.017
O2 13.474000 37.246000 17.533000  -0.099
H3 12.463000 37.640000 17.673000  0.164
H4 14.148000 37.884000 17.622000  0.014
O3 13.365000 33.793000 22.238000  0.038
H5 12.809000 33.315000 21.786000  -0.048
H6 14.291000 33.590000 22.124000  0.042
O4 15.826000 34.550000 20.106000  0.009
H7 15.851000 35.339000 19.690000  -0.031
H8 16.659000 34.121000 19.908000  0.056
O5 10.918000 34.391000 18.220000  -0.070
H9 11.468000 34.892000 17.584000  0.034
H10 10.040000 34.329000 17.814000  0.039
O6 13.392000 36.197000 20.295000  -0.053
H11 13.699000 35.451000 20.689000  -0.039
H12 13.246000 36.230000 19.280000  0.091
O7 11.678000 37.573000 21.781000  0.048
H13 12.309000 37.138000 21.292000  -0.063
H14 11.096000 37.811000 21.209000  -0.075

Cartesian forces (eV/Å) of the 2 atoms listed first:
0.5 -0.4 -1.8
-0.3 0.6 2.5

| no. | LUMO energy (eV) |
| --- | --- |
| 1 | -0.97 |
| 2 | 0.61 |
| 3 | -0.44 |
| 4 | 0.01 |